(1)
C8H7NO2 in the gas phase at a distorted geometry, computed with ωB97M-V/def2-TZVPD.

The geometry in XYZ format:
```
18
C8H7NO2, DFT ωB97M-V/def2-TZVPD
C -1.8753 -0.7933 0.7675
C -1.2514 -0.4628 1.9660
C -1.1443 -0.6411 -0.3934
C 0.0814 0.0899 2.0736
C 0.1664 -0.1636 -0.4234
C 0.7486 0.2473 0.8510
C 2.6455 0.6333 -0.2605
C 0.9084 0.0939 -1.6526
N 2.0858 0.6553 0.8675
O 0.4459 1.2212 -2.2414
O 1.1595 -0.9389 -2.4555
H -2.9419 -1.0787 0.7592
H -1.8502 -0.6018 2.8272
H -1.5715 -0.7337 -1.3277
H 0.3703 0.6258 2.9548
H 3.6161 1.0753 -0.2921
H 0.1531 1.7234 -1.5787
H 1.5673 -0.8129 -3.3659
```

Summary:
ΔE to the lowest compared entry with this formula, charge and spin = 92.08 kcal per mole
gap between HOMO and LUMO = 8.379 eV
molecular weight = 149.1 g/mol
HOMO level = -7.86 eV
charge = 0

(2)
C3H6N4S in the gas phase at a distorted geometry, computed with ωB97M-V/def2-TZVPD.

The geometry in XYZ format:
```
14
C3H6N4S, DFT ωB97M-V/def2-TZVPD
C -0.7606 -0.6247 0.9337
C 0.6665 0.9309 -0.1055
C 3.3544 1.6621 0.0306
H -2.0453 0.0397 -1.2131
H -0.1251 -0.9349 1.7891
H 0.8521 1.8878 -0.5771
H 1.6519 -0.9029 -0.1451
H 4.3623 2.0116 -0.0416
H 2.6206 2.3096 0.4978
N -1.7707 -1.3600 0.6845
N -0.4961 0.5540 0.2730
N 1.7611 0.1423 -0.1245
N 3.1202 0.4690 -0.3385
S -2.8237 -0.9286 -0.5577
```

Summary:
SMILES = C=NN/C=N\C=N/S
ΔE to the lowest compared entry with this formula, charge and spin = 73.78 kcal per mole
gap between HOMO and LUMO = 8.380 eV
molecular weight = 130.2 g/mol
HOMO level = -8.30 eV
charge = 0

(3)
A molecular structure, C35H36CoN6OP2 at a distorted geometry, computed with ωB97M-V/def2-TZVPD.

The geometry in XYZ format:
```
81
C35H36CoN6OP2, DFT ωB97M-V/def2-TZVPD
Co -1.5116 1.4291 0.8008
C 8.6508 -5.8757 -4.7366
O 7.2595 -6.1420 -4.8525
C 6.3919 -5.3153 -4.2683
C 6.7484 -4.1785 -3.5366
C 5.7720 -3.3828 -2.9755
C 4.4180 -3.6910 -3.1225
C 4.0698 -4.8356 -3.8522
C 5.0352 -5.6335 -4.4141
C 3.4236 -2.8214 -2.5254
N 3.6872 -1.7356 -1.8216
C 2.4848 -1.2236 -1.4593
C 1.4470 -2.0086 -1.9455
N 2.0674 -3.0246 -2.6191
C 0.0803 -1.7447 -1.6677
C -1.0057 -2.5476 -2.0540
C -2.2746 -2.1949 -1.6658
C -2.4499 -1.0427 -0.8988
N -1.4494 -0.2592 -0.5347
C -0.1940 -0.5910 -0.8997
C 0.8672 0.2689 -0.4472
N 0.5082 1.3746 0.2396
C 1.4624 2.1705 0.7010
C 2.8223 1.9121 0.5281
C 3.2033 0.7905 -0.1681
C 2.2137 -0.0517 -0.6918
H 9.1495 -6.6724 -5.2783
H 8.9702 -5.8919 -3.6928
H 8.9079 -4.9150 -5.1869
H 7.7887 -3.9147 -3.4075
H 6.0373 -2.5020 -2.4077
H 3.0308 -5.1156 -3.9824
H 4.7727 -6.5185 -4.9780
H 1.6165 -3.7693 -3.1195
H -0.8391 -3.4383 -2.6457
H -3.1289 -2.7961 -1.9421
H -3.4398 -0.7542 -0.5716
H 1.1351 3.0622 1.2142
H 3.5539 2.5970 0.9322
H 4.2441 0.5386 -0.3255
C -0.3926 4.8511 2.1220
P -1.6345 3.5238 1.9251
C -2.0600 3.1940 3.6767
C -3.1279 4.3907 1.3283
C -3.3626 5.7434 1.5660
C -4.5626 6.3241 1.1889
C -5.5511 5.5570 0.5889
C -5.3202 4.2167 0.3310
C -4.1033 3.6336 0.6777
P -3.7115 1.9301 0.1603
C -5.2761 1.0203 0.4514
C -3.6895 2.1219 -1.6619
H -0.7830 5.6218 2.7823
H -0.1306 5.2879 1.1587
H 0.5056 4.4435 2.5861
H -2.4354 4.1047 4.1419
H -1.1635 2.8582 4.1999
H -2.8150 2.4114 3.7415
H -2.6201 6.3611 2.0514
H -4.7284 7.3773 1.3710
H -6.4977 6.0028 0.3144
H -6.0921 3.6271 -0.1473
H -5.6534 1.2703 1.4421
H -5.1110 -0.0562 0.4079
H -6.0120 1.2859 -0.3048
H -4.5544 2.7030 -1.9773
H -3.7049 1.1455 -2.1462
H -2.7838 2.6481 -1.9654
N -1.4045 -2.1579 5.8860
C -1.3966 -1.4141 4.7680
C -2.4292 -1.4964 3.8141
C -2.3841 -0.7015 2.6983
N -1.4026 0.1781 2.4416
C -0.4057 0.2418 3.3386
C -0.3538 -0.5125 4.4820
H -2.1605 -2.7891 6.0818
H -0.6689 -2.0808 6.5649
H -3.2536 -2.1823 3.9578
H -3.1756 -0.7626 1.9606
H 0.3949 0.9384 3.1162
H 0.4853 -0.4155 5.1582
```

Summary:
<S²> = 0.806
ΔE to the lowest compared entry with this formula, charge and spin = 4.93 kcal per mole
2S+1 = 2
gap between HOMO and LUMO (spin up / spin down) = 6.004 / 6.048 eV
molecular weight = 677.6 g/mol
HOMO level (spin up / spin down) = -11.61 / -11.61 eV
charge = +2

Number 3 is which compound?
C35H36CoN6OP2